This record from the Open Molecules 2025 dataset describes a cluster of 2 separate species, C9H16N3 in total in a non-equilibrium geometry. The level of theory is ωB97M-V/def2-TZVPD.

Relative energy (zero: lowest compared OMol25 entry of this formula, charge and spin) ... 174.46 kJ/mol
Total charge ... +1
HOMO-LUMO gap ... 8.33 eV
LUMO ... -3.187 eV

```
28
Properties=species:S:1:pos:R:3:lowdin_charge:R:1
C 4.32617 0.89145 2.21872 -0.015
C 2.80421 -0.38458 0.74575 -0.434
N 2.10376 -1.49252 0.47834 0.215
N 3.92635 -0.32013 1.43094 0.048
N 2.24461 0.75059 0.23690 0.187
H 2.64079 -2.36546 0.47916 0.141
H 1.33060 -1.54894 -0.18451 0.134
H 4.29778 -1.15764 1.88396 0.166
H 2.73226 1.53825 0.64704 0.092
H 2.03471 0.95315 -0.73631 0.134
H 4.80764 1.53626 1.45907 0.106
H 4.96993 0.71646 3.05830 0.089
H 3.36370 1.30101 2.67768 0.124
C -4.77519 -0.92595 -1.31054 -0.052
C -0.91058 0.79764 -0.60395 -0.163
C -1.92584 0.94143 0.31151 -0.102
C -1.08023 0.04007 -1.73976 -0.105
C -3.17058 0.39470 0.11095 -0.046
C -2.35944 -0.50819 -1.97725 -0.033
C -3.39137 -0.41195 -1.00752 -0.261
H -0.10609 1.50756 -0.45714 0.078
H -1.71072 1.46383 1.25456 0.113
H -0.19931 -0.00070 -2.40096 0.101
H -3.97214 0.42322 0.83733 0.119
H -2.57751 -0.93231 -2.98113 0.120
H -4.79544 -1.25211 -2.35816 0.074
H -5.49128 -0.10339 -1.22366 0.089
H -5.11680 -1.85178 -0.84930 0.083
```


This record from the Open Molecules 2025 dataset describes a cluster of 2 separate species, C2H3ClO2 in total. The level of theory is ωB97M-V/def2-TZVPD.

Relative energy (zero: lowest compared OMol25 entry of this formula, charge and spin) ... 115.87 kJ/mol
SMILES ... O=CCl.C=O
Total charge ... 0
HOMO-LUMO gap ... 11.07 eV
LUMO ... 0.465 eV

```
8
Properties=species:S:1:pos:R:3:lowdin_charge:R:1
O -0.37544 -1.29855 1.49126 0.014
C -0.48004 -1.51177 0.33455 -0.750
Cl -1.81508 -0.91874 -0.60659 0.640
H 0.18488 -2.12250 -0.28280 0.090
C 0.62143 1.46537 -0.23663 -0.126
O 1.04129 0.35134 -0.33843 -0.033
H -0.32793 1.78813 -0.69068 0.076
H 1.15089 2.24672 0.32931 0.088
```


This record from the Open Molecules 2025 dataset describes a structure of composition C3H4O4Y in a non-equilibrium geometry. The level of theory is ωB97M-V/def2-TZVPD.

Relative energy (zero: lowest compared OMol25 entry of this formula, charge and spin) ... 0.00 kJ/mol
2S+1 ... 2
Total charge ... 0
HOMO-LUMO gap (spin up / spin down) ... 6.26 / 6.11 eV
LUMO (spin up / spin down) ... -0.509 / -0.765 eV

```
12
Properties=species:S:1:pos:R:3:mulliken_spin:R:1
C 1.33268 -0.21630 -1.00459 0.763
C 0.06898 0.07433 -0.40246 -0.148
O -0.90996 -0.93218 -0.40298 -0.008
C -1.99410 -0.74769 0.42579 -0.008
O -2.83325 -1.64269 0.39418 -0.001
O -1.95215 0.22793 1.23324 -0.001
O 2.13931 0.86659 -1.15391 0.084
Y -0.91962 1.81276 2.42084 0.063
H 1.84005 -1.10325 -0.61090 0.047
H -0.34995 1.01109 -0.80402 0.018
H 3.06218 0.61985 -1.04801 0.001
H 0.51582 0.02955 0.95281 0.189
```


This record from the Open Molecules 2025 dataset describes a structure of composition C23H23ClN2PRh in a non-equilibrium geometry. The level of theory is ωB97M-V/def2-TZVPD.

Relative energy (zero: lowest compared OMol25 entry of this formula, charge and spin) ... 0.00 kJ/mol
2S+1 ... 5
Total charge ... +2
HOMO-LUMO gap (spin up / spin down) ... 9.20 / 4.13 eV
LUMO (spin up / spin down) ... -5.563 / -10.673 eV

```
51
Properties=species:S:1:pos:R:3:mulliken_spin:R:1
Rh 0.56606 1.48542 0.99724 2.706
Cl 1.25825 3.51969 1.89469 0.717
P -0.94215 0.09357 0.69564 -0.015
C -0.15556 -1.48966 0.27293 0.037
C -0.28783 -2.05264 -1.00913 0.020
C 0.18970 -3.34830 -1.23697 -0.006
C 0.94170 -3.99745 -0.25147 0.072
C 1.23553 -3.35074 0.95449 -0.022
C 0.65625 -2.10401 1.23196 0.045
C -2.17348 -0.15756 2.03749 0.013
C -2.68803 0.98527 2.67158 0.044
C -3.67844 0.85796 3.64780 -0.006
C -4.08445 -0.40431 4.07983 0.029
C -3.53667 -1.54476 3.48645 0.004
C -2.64279 -1.42766 2.41817 0.013
C -1.89947 0.67153 -0.76485 0.056
C -1.49705 1.89196 -1.31518 0.012
C -2.18392 2.43842 -2.40308 0.005
C -3.29631 1.77814 -2.92398 0.004
C -3.69317 0.54251 -2.39158 0.004
C -2.98863 -0.01978 -1.31940 0.004
H -2.34412 1.97618 2.37996 -0.011
H -4.14735 1.74694 4.06445 0.000
H -4.82445 -0.50125 4.87185 0.001
H -3.83950 -2.53205 3.84150 0.001
H -2.31440 -2.31591 1.88714 0.004
H -0.78404 -1.48039 -1.78912 0.003
H -0.04024 -3.83885 -2.18194 0.000
H 1.30184 -5.00909 -0.42664 0.002
H 1.89423 -3.81131 1.69687 0.000
H 0.82253 -1.60303 2.18674 0.005
H -0.61906 2.39552 -0.88136 -0.031
H -1.84556 3.38818 -2.83508 0.001
H -3.85707 2.21887 -3.74635 0.000
H -4.54956 0.01062 -2.81060 0.001
H -3.27304 -0.99078 -0.91586 0.000
H 1.10537 -2.26366 -4.74298 0.000
H 0.75043 -1.67414 -5.04410 0.000
N 6.30838 1.50261 -1.32681 0.032
C 5.07337 1.52256 -0.76554 0.013
C 4.10841 2.45663 -1.20290 0.030
C 2.83261 2.40679 -0.65349 -0.010
N 2.51515 1.51304 0.29562 0.210
C 3.42809 0.66458 0.78201 -0.012
C 4.73245 0.65014 0.28947 0.019
H 6.53299 2.10988 -2.10038 -0.002
H 7.00110 0.82686 -1.04576 -0.002
H 4.34632 3.19861 -1.95848 0.002
H 2.03761 3.09174 -0.91582 0.008
H 3.07748 0.00734 1.57387 0.000
H 5.47049 -0.03425 0.70114 0.001
```


This record from the Open Molecules 2025 dataset describes a structure of composition C37H43O2RuSi in a non-equilibrium geometry. The level of theory is ωB97M-V/def2-TZVPD.

Relative energy (zero: lowest compared OMol25 entry of this formula, charge and spin) ... 48.55 kJ/mol
2S+1 ... 6
Total charge ... 0
HOMO-LUMO gap (spin up / spin down) ... 4.42 / 3.98 eV
LUMO (spin up / spin down) ... 0.539 / -3.243 eV

```
84
Properties=species:S:1:pos:R:3:mulliken_spin:R:1
O 2.59061 -1.32100 -0.03689 0.025
C 2.70751 -2.74958 -0.31524 0.002
C 3.70898 -2.91734 0.82337 0.001
H 3.11516 -2.92373 -1.31780 0.002
H 1.74587 -3.24864 -0.16151 0.001
C 3.47376 -1.42205 1.09760 0.006
H 4.72963 -3.00902 0.48753 0.000
H 3.44920 -3.61477 1.62364 0.000
C 4.69441 -0.55829 0.87404 -0.003
H 5.12833 -0.78816 -0.10497 0.000
H 5.43802 -0.77642 1.64998 0.000
H 4.43000 0.50433 0.93218 0.002
C 2.84336 -1.23975 2.44998 -0.004
H 2.18937 -2.08619 2.67216 0.001
H 2.28672 -0.30508 2.54761 0.003
H 3.64717 -1.23790 3.19663 0.000
Ru -0.95697 0.24824 -0.81200 2.520
C -2.13829 -0.05566 1.03447 0.107
C -2.38628 -1.02508 -0.02537 -0.162
C -1.23775 -1.91303 -0.05722 0.257
H -3.30891 -1.14545 -0.57322 0.030
C -0.43286 -1.61872 1.09171 0.085
C -0.96585 -0.49449 1.74724 0.116
H -0.57430 -0.05066 2.65572 0.007
H -2.83746 0.72750 1.32547 0.006
H -1.12223 -2.76364 -0.72764 0.037
H 0.40425 -2.22020 1.43354 0.014
C -0.53201 2.22459 -0.41985 -0.132
C 0.02897 2.08551 0.90360 0.289
C 1.34969 1.60348 0.78499 0.030
H -0.47787 2.37432 1.82111 0.000
C 1.63847 1.35095 -0.56769 0.271
C 0.49400 1.70373 -1.36735 0.070
H 0.47206 1.85008 -2.44322 -0.019
H -1.34838 2.88898 -0.68199 0.040
H 2.06482 1.52568 1.60403 0.003
H 2.59306 1.03387 -0.97160 0.002
O 5.42645 -3.97537 -0.91792 0.000
C 6.46858 -4.16926 0.09047 0.000
C 7.52017 -5.16944 -0.41053 0.000
H 6.01029 -4.55522 1.02273 0.000
H 6.91578 -3.18678 0.33575 0.000
C 6.88826 -5.77442 -1.66923 0.000
H 7.73094 -5.92833 0.35065 0.000
H 8.43447 -4.61399 -0.65162 0.000
C 5.70724 -4.84971 -2.02061 0.000
H 6.49559 -6.77036 -1.43687 0.000
H 7.61101 -5.83618 -2.48570 0.000
H 4.79803 -5.41679 -2.25865 0.000
H 5.95485 -4.22491 -2.88674 0.000
C -6.07266 2.92527 -0.25220 0.011
C -6.04394 1.53814 -0.42246 0.000
C -4.96595 0.93562 -1.08334 0.024
C -3.90798 1.70734 -1.57627 0.046
C -3.94515 3.09557 -1.41036 0.017
C -5.01851 3.70178 -0.74730 -0.001
Si -2.45187 0.86014 -2.47375 -0.152
C -3.24421 -0.64010 -3.30230 -0.013
C -2.58353 -1.87111 -3.31128 0.044
C -3.19811 -2.98819 -3.89033 0.016
C -4.44153 -2.86326 -4.51508 0.000
C -5.07245 -1.61581 -4.56356 0.003
C -4.48085 -0.50610 -3.95256 0.036
C -1.86318 1.98364 -3.88291 0.328
C -1.92117 1.51293 -5.20309 0.112
C -1.65738 2.37204 -6.27559 0.027
C -1.31576 3.70997 -6.04040 0.466
C -1.20022 4.16682 -4.72404 -0.108
C -1.43889 3.29983 -3.65103 0.333
H -6.91173 3.40025 0.26108 0.001
H -6.86076 0.91517 -0.05471 0.000
H -4.96623 -0.14919 -1.22099 0.001
H -3.13958 3.71276 -1.80633 -0.007
H -5.02901 4.78783 -0.62991 0.000
H -1.59026 -1.96392 -2.86108 0.044
H -2.68782 -3.94956 -3.84825 0.001
H -4.91168 -3.73651 -4.96781 0.000
H -6.02788 -1.50209 -5.07506 0.000
H -4.98564 0.46470 -3.98279 -0.001
H -2.18107 0.47005 -5.39635 0.036
H -1.72748 1.99893 -7.29584 0.008
H -1.13138 4.38679 -6.87645 0.031
H -0.92443 5.20261 -4.52104 -0.006
H -1.28837 3.66826 -2.63343 0.093
```


This record from the Open Molecules 2025 dataset describes a cluster of 2 separate species, C2H8S2 in total in a non-equilibrium geometry. The level of theory is ωB97M-V/def2-TZVPD.

Relative energy (zero: lowest compared OMol25 entry of this formula, charge and spin) ... 92.65 kJ/mol
2S+1 ... 2
Total charge ... +1
HOMO-LUMO gap (spin up / spin down) ... 11.41 / 3.98 eV
LUMO (spin up / spin down) ... -3.250 / -8.907 eV

```
12
Properties=species:S:1:pos:R:3:mulliken_spin:R:1
C 1.31271 0.55453 2.63943 -0.031
S 1.87856 1.01943 0.86653 0.588
H 2.10741 0.94359 3.30894 0.028
H 1.09371 -0.49915 2.47420 0.000
H 0.33772 1.07968 2.74649 0.010
H 2.26660 -0.19438 0.67665 -0.013
C -1.65575 -0.09971 -2.42273 -0.018
S -0.81727 -0.90187 -0.99755 0.408
H -2.61741 -0.60816 -2.62770 0.011
H -0.94231 -0.10241 -3.25907 0.021
H -1.80651 0.97727 -2.15959 0.002
H -1.15746 -2.16881 -1.24560 -0.007
```


This record from the Open Molecules 2025 dataset describes a structure of composition C3H3Cl3 in a non-equilibrium geometry. The level of theory is ωB97M-V/def2-TZVPD.

Relative energy (zero: lowest compared OMol25 entry of this formula, charge and spin) ... 133.66 kJ/mol
Total charge ... 0
HOMO-LUMO gap ... 11.13 eV
LUMO ... 0.746 eV

```
9
Properties=species:S:1:pos:R:3:lowdin_charge:R:1
C 0.62083 0.16596 -0.54232 -0.839
C -0.78574 0.54479 -0.23356 -0.136
C 0.03684 -0.47973 0.46301 -1.364
H 0.81087 -0.56794 -1.40610 0.151
H -1.50516 0.08285 -0.91094 0.107
H -1.11453 1.49802 0.25856 0.137
Cl 1.78694 1.31097 -0.07272 0.700
Cl 0.42993 -0.29993 2.08915 0.664
Cl -0.27998 -2.25498 0.35492 0.581
```


Question: Among the records above, which one has the highest total charge?
Answer: C23H23ClN2PRh


Please write out number 3 again, unchanged.
This record from the Open Molecules 2025 dataset describes a structure of composition C3H4O4Y in a non-equilibrium geometry. The level of theory is ωB97M-V/def2-TZVPD.

Relative energy (zero: lowest compared OMol25 entry of this formula, charge and spin) ... 0.00 kJ/mol
2S+1 ... 2
Total charge ... 0
HOMO-LUMO gap (spin up / spin down) ... 6.26 / 6.11 eV
LUMO (spin up / spin down) ... -0.509 / -0.765 eV

```
12
Properties=species:S:1:pos:R:3:mulliken_spin:R:1
C 1.33268 -0.21630 -1.00459 0.763
C 0.06898 0.07433 -0.40246 -0.148
O -0.90996 -0.93218 -0.40298 -0.008
C -1.99410 -0.74769 0.42579 -0.008
O -2.83325 -1.64269 0.39418 -0.001
O -1.95215 0.22793 1.23324 -0.001
O 2.13931 0.86659 -1.15391 0.084
Y -0.91962 1.81276 2.42084 0.063
H 1.84005 -1.10325 -0.61090 0.047
H -0.34995 1.01109 -0.80402 0.018
H 3.06218 0.61985 -1.04801 0.001
H 0.51582 0.02955 0.95281 0.189
```


Question: Look up the total charge of the first one.
Answer: +1


Question: What is the relative energy (zero: lowest compared OMol25 entry of this formula, charge and spin) in the first record?
Answer: 174.46 kJ/mol